# 1
Molecular formula: C5H14N2O2
Method: DFT, wB97M-V/def2-TZVPD

Computed properties:
LUMO (eV): 0.61
SMILES: CC(C)(C)O.N/C=N\O
Total energy (Ha): -458.83785
Energy relative to the best compared isomer or geometry (same formula, charge and spin) (kcal per mole): 62.59

Geometry (Å):
H -2.401 -0.396 1.586
H -2.008 -0.275 -2.156
H -0.635 0.843 -2.129
H -3.130 -0.921 0.053
H -3.259 0.769 0.577
C -1.570 0.576 -1.639
H 0.505 -1.027 -0.818
C 2.448 0.496 -0.060
H -0.045 -1.332 0.901
H 0.291 1.247 0.635
H 2.275 1.097 -0.937
C -1.314 0.251 -0.163
H -0.956 -1.904 -0.502
H -2.249 1.425 -1.710
O -0.753 1.334 0.486
N 3.106 -0.682 -0.204
H 3.285 -1.189 0.647
C -0.333 -1.095 -0.124
H 1.744 0.676 2.875
C -2.613 -0.109 0.558
O 2.077 0.126 2.157
N 1.892 0.938 1.007
H 3.640 -0.849 -1.038

***

# 2
Molecular formula: C5H14N2O2
Method: DFT, wB97M-V/def2-TZVPD

Computed properties:
LUMO (eV): 0.63
Total energy (Ha): -458.78968
Energy relative to the best compared isomer or geometry (same formula, charge and spin) (kcal per mole): 92.82

Geometry (Å):
C -1.752 0.675 -1.691
H -1.317 -2.129 -0.110
N -2.417 0.168 -0.475
H -2.729 0.959 0.673
H -3.125 -0.525 -0.707
H 1.352 1.275 0.737
N -1.082 -1.544 0.688
H 3.949 -1.116 -0.180
C 3.418 -0.165 -0.139
C -1.734 0.650 1.627
H -1.333 -0.141 -2.286
H -1.495 0.350 2.642
C 1.921 -0.408 -0.044
C -1.530 -0.354 0.610
H 1.563 -0.961 -0.924
H -2.475 1.222 -2.297
H 3.754 0.376 0.747
O 1.189 0.819 -0.099
O 1.669 -1.102 1.137
H -0.937 1.326 -1.383
H -1.269 1.601 1.366
H 0.730 -1.397 1.135
H 3.649 0.421 -1.027

***

# 3
Molecular formula: C5H14N2PS
Method: DFT, wB97M-V/def2-TZVPD

Computed properties:
LUMO (spin up / spin down) (eV): -5.38 / -3.57
Net charge: +1
Total energy (Ha): -1047.58570
Energy relative to the best compared isomer or geometry (same formula, charge and spin) (kcal per mole): 88.93

Geometry (Å):
H -3.126 2.594 -1.309
H -3.022 -0.853 1.626
H 4.396 -1.491 0.183
N -0.071 -0.018 -0.087
H 0.427 1.667 -1.422
C 2.720 -0.420 0.510
H 2.021 -0.940 1.212
H -1.243 -2.047 -1.759
C -1.952 -0.526 1.762
N 2.024 0.742 -0.279
H -1.053 -1.078 2.127
H 3.392 0.311 1.133
H -1.938 0.354 2.418
H -4.063 2.600 0.232
H 3.090 -2.413 -0.436
H -4.516 1.519 -1.016
C 3.490 -1.381 -0.330
H 3.810 -1.040 -1.240
S -2.443 -1.696 -1.154
H 2.739 1.339 -0.754
P -1.653 -0.158 -0.026
C -3.784 2.141 -0.670
C 0.752 0.794 -0.721

***

# 4
Molecular formula: C5H14N2S
Method: DFT, wB97M-V/def2-TZVPD

Computed properties:
LUMO (spin up / spin down) (eV): 3.03 / 3.41
2S+1: 2
Net charge: -1
Total energy (Ha): -706.51908
Energy relative to the best compared isomer or geometry (same formula, charge and spin) (kcal per mole): 30.38

Geometry (Å):
H 2.181 0.276 -0.177
H -1.474 -1.666 -1.631
H 0.249 2.328 0.887
S 2.516 2.924 1.161
C -2.390 -0.349 0.535
H -2.927 0.525 0.913
C 0.415 -1.448 -0.835
H 1.386 0.409 1.379
C 0.026 -0.108 -0.208
H -2.595 -0.328 -0.531
N -0.657 -2.228 -1.499
H 3.441 2.586 0.250
H 1.157 -1.355 -1.642
C 1.280 0.564 0.338
H -2.848 -1.188 1.012
N -0.986 -0.282 0.827
H 1.003 -1.992 -0.088
H 1.141 2.488 -0.731
H -0.665 -0.827 1.612
C 1.123 2.106 0.287
H -0.440 0.583 -0.924
H -0.936 -3.019 -0.935

***

# 5
Molecular formula: C5H14N2S
Method: DFT, wB97M-V/def2-TZVPD

Computed properties:
LUMO (eV): 0.89
SMILES: C[C@H](CCS)NCN
Total energy (Ha): -706.52622
Energy relative to the best compared isomer or geometry (same formula, charge and spin) (kcal per mole): 40.10

Geometry (Å):
H -0.805 -0.566 -0.714
C 1.105 -1.144 0.074
H 0.333 1.160 1.254
H -2.191 -1.303 1.198
S 3.271 -2.140 -1.511
C -1.101 -1.027 1.387
N 0.013 1.018 0.354
H -0.571 2.888 0.801
H 1.117 -0.784 -1.960
H 0.926 -2.249 0.270
H 2.824 -2.536 -2.765
C 1.827 -0.825 -1.195
H -1.373 -0.269 2.115
C -0.848 2.133 -0.023
N -2.272 1.925 0.133
H -2.568 2.884 -0.163
H -0.441 2.576 -0.932
H 1.817 -0.979 1.027
H -2.562 1.269 -0.489
H -0.561 -1.744 1.938
C -0.291 -0.429 0.203
H 2.352 0.141 -1.001

***

# 6
Molecular formula: C5H14N2S
Method: DFT, wB97M-V/def2-TZVPD

Computed properties:
LUMO (eV): 0.86
SMILES: NCCNCCCS
Total energy (Ha): -706.50242
Energy relative to the best compared isomer or geometry (same formula, charge and spin) (kcal per mole): 55.03

Geometry (Å):
S 0.439 -0.767 -3.395
H -1.033 0.370 2.500
H -2.295 -1.398 2.439
H -0.450 1.134 0.608
H 1.189 1.849 -2.724
C -0.391 0.380 -2.272
C 1.304 0.856 -0.622
C 0.563 1.451 -1.882
H -0.186 -1.215 0.484
N -1.374 -1.684 2.724
H 0.189 -0.299 3.462
H -1.433 -2.169 3.583
H 1.776 -0.210 -0.949
H -0.880 -0.079 -1.323
H -1.369 0.864 -2.809
H 0.046 2.343 -1.496
H 2.201 1.475 -0.398
N 0.535 0.859 0.719
C 0.464 -0.688 1.329
H 1.589 -1.031 1.427
H -0.467 -1.511 -3.993
C -0.417 -0.529 2.589